Molecular formula: C6H13Cl
Method: DFT, ωB97M-V with the def2-TZVPD basis set

Properties
molar mass = 120.62 g mol⁻¹
max |F| = 4.1 eV/A
HOMO-LUMO gap (spin up / spin down) = 8.8 / 7.9 eV
relative energy (zero: lowest compared OMol25 entry of this formula, charge and spin) = 62.3 kcal/mol

Geometry (Å):
C: 1.67 1.18 -1.35
C: 2.02 -1.04 0.10
C: -1.98 -1.15 0.22
C: -1.45 -0.77 -2.31
C: 1.36 0.32 -0.22
C: -1.44 -0.35 -0.92
Cl: -2.09 1.26 -0.86
H: 2.59 1.80 -1.32
H: 0.85 1.74 -1.57
H: 1.79 0.54 -2.18
H: 2.09 -1.75 -0.71
H: 1.58 -1.42 0.97
H: 3.04 -0.93 0.36
H: -3.16 -1.23 0.22
H: -1.50 -2.20 0.26
H: -1.80 -0.65 1.23
H: -2.41 -0.86 -2.73
H: -1.04 -1.74 -2.48
H: -0.87 -0.04 -2.80
H: 1.02 0.69 0.81